1.
Computed, not measured: a structure of composition C13H10AsN4ORhS5 at a distorted geometry, with ωB97M-V/def2-TZVPD.

Properties
E_LUMO ... 0.16482 hartree
E_tot ... -5133.1219 a.u.
Energy above the lowest of the compared OMol25 structures with the same formula, charge and spin ... 37.36 kcal per mole
Orbital gap ... 0.2032 hartree
Net charge ... -2

Each line ends with the Löwdin charge.
CARTESIAN COORDINATES (ANGSTROEM)
Rh -0.601 0.005 -0.076  0.696
O 3.199 -0.613 -1.307  -0.008
C 1.984 -0.376 -1.224  -0.502
N 1.315 -0.225 -0.060  -0.142
C 1.979 -0.472 1.187  -0.156
C 1.013 -0.223 2.310  -0.227
C 1.415 -0.197 3.626  -0.036
C 0.483 0.038 4.640  -0.059
C -0.844 0.259 4.261  -0.058
C -1.181 0.226 2.934  -0.110
N -0.287 -0.016 1.948  -0.021
C 1.083 -0.218 -2.367  -0.145
C 1.522 -0.302 -3.684  -0.013
C 0.647 -0.083 -4.720  -0.059
C -0.689 0.250 -4.401  -0.046
C -1.077 0.279 -3.085  -0.114
N -0.245 0.033 -2.066  -0.027
H 2.871 0.170 1.279  0.130
H 2.332 -1.519 1.223  0.138
H 2.458 -0.366 3.860  0.109
H 0.782 0.063 5.676  0.094
H -1.600 0.479 4.999  0.103
H -2.202 0.411 2.628  0.056
H 2.565 -0.532 -3.846  0.113
H 0.962 -0.155 -5.751  0.096
H -1.405 0.470 -5.178  0.100
H -2.106 0.514 -2.827  0.077
S -3.424 3.345 1.838  -0.301
As -2.603 2.582 0.026  -0.639
S -2.887 0.393 -0.084  -0.029
S -0.452 2.853 -0.054  -0.048
S -3.592 3.538 -1.600  -0.309
S 0.004 -4.914 -0.032  0.389
C -0.492 -3.391 -0.042  -1.047
N -0.926 -2.306 -0.027  -0.005

***

2.
Computed, not measured: a structure of composition C13H10AuBrF2N2O4S at a distorted geometry, with ωB97M-V/def2-TZVPD.

Properties
E_LUMO (alpha / beta) ... -0.00657 / -0.12567 hartree
E_tot ... -4219.3603 a.u.
2S+1 ... 3
Orbital gap (alpha / beta) ... 0.2648 / 0.2242 hartree
<S²> ... 2.0583

Each line ends with the Löwdin charge.
CARTESIAN COORDINATES (ANGSTROEM)
Au 1.344 1.285 -0.051  1.293
Br 0.551 -6.489 -0.179  0.797
C 0.302 -4.630 -0.074  -0.672
C -0.962 -4.100 -0.353  -0.115
C -1.156 -2.748 -0.277  0.012
C -0.106 -1.883 0.168  -0.252
C 1.181 -2.453 0.386  0.037
C 1.375 -3.803 0.264  -0.093
N -0.318 -0.586 0.348  0.081
C -1.482 0.076 0.417  -0.063
C -1.574 1.454 0.179  -0.236
C -2.826 2.116 0.199  -0.012
C -2.900 3.468 0.022  -0.052
C -1.718 4.201 -0.169  -0.046
C -0.526 3.524 -0.202  -0.106
N -0.436 2.196 -0.050  -0.079
H -1.778 -4.753 -0.630  0.106
H -2.127 -2.323 -0.495  0.113
H 2.004 -1.812 0.649  0.091
H 2.357 -4.226 0.423  0.114
H -2.365 -0.436 0.789  0.131
H -3.722 1.528 0.339  0.118
H -3.854 3.977 0.024  0.113
H -1.731 5.274 -0.285  0.109
H 0.408 4.050 -0.346  0.123
O 3.015 -0.529 2.438  -0.303
S 3.171 0.741 1.794  0.351
O 4.312 1.517 2.139  -0.271
O 1.858 1.562 1.886  -0.465
O 3.113 0.512 0.212  -0.478
F 0.173 1.559 -2.652  -0.023
C 1.229 0.922 -2.052  -0.423
F 1.054 -0.415 -2.279  -0.014
H 2.133 1.227 -2.584  0.113

***

3.
Computed, not measured: a structure of composition C13H10BF9N6OV at a distorted geometry, with ωB97M-V/def2-TZVPD.

Properties
E_LUMO (alpha / beta) ... 0.01732 / 0.01898 hartree
E_tot ... -2772.9538 a.u.
2S+1 ... 2
Energy above the lowest of the compared OMol25 structures with the same formula, charge and spin ... 8.66 kcal per mole
Orbital gap (alpha / beta) ... 0.2661 / 0.2452 hartree
<S²> ... 0.8158

Each line ends with the Löwdin charge.
CARTESIAN COORDINATES (ANGSTROEM)
V -0.052 -0.001 0.146  0.919
C -1.843 3.157 -2.066  -0.051
C -1.519 2.546 -0.850  -0.104
N -0.856 1.408 -1.072  -0.068
N -0.743 1.266 -2.418  -0.018
C -1.332 2.307 -3.027  -0.070
B 0.006 0.000 -2.974  -0.443
N -0.727 -1.276 -2.419  -0.018
C -1.303 -2.324 -3.028  -0.070
C -1.806 -3.179 -2.067  -0.051
C -1.491 -2.565 -0.852  -0.104
N -0.840 -1.419 -1.073  -0.068
N 1.452 0.009 -2.386  -0.023
C 2.669 0.017 -2.978  -0.075
C 3.631 0.022 -1.999  -0.058
C 2.911 0.017 -0.792  -0.109
N 1.599 0.009 -1.039  -0.067
H -2.377 4.080 -2.221  0.097
H -1.730 2.861 0.159  0.116
H -1.350 2.365 -4.105  0.125
H 0.023 0.000 -4.181  0.118
H -1.319 -2.382 -4.106  0.125
H -2.328 -4.109 -2.223  0.097
H -1.700 -2.882 0.158  0.116
H 2.749 0.018 -4.054  0.121
H 4.701 0.029 -2.130  0.096
H 3.272 0.017 0.224  0.113
F -0.021 -1.580 5.225  0.175
C -0.015 -1.483 3.895  -0.562
F 1.041 -2.152 3.439  0.174
F -1.099 -2.109 3.435  0.168
C 0.015 0.000 3.385  -0.286
O -0.013 0.000 2.041  -0.221
C 1.328 0.708 3.869  -0.562
F 1.367 1.965 3.431  0.174
F 1.450 0.731 5.197  0.175
F 2.398 0.089 3.370  0.168
C -1.242 0.776 3.914  -0.562
F -2.361 0.189 3.497  0.174
F -1.254 2.020 3.434  0.168
F -1.288 0.852 5.245  0.175

***

4.
Computed, not measured: a structure of composition C13H10BiNS2 at a distorted geometry, with ωB97M-V/def2-TZVPD.

Properties
E_LUMO (alpha / beta) ... -0.41188 / -0.41554 hartree
E_tot ... -1566.3650 a.u.
Orbital gap (alpha / beta) ... 0.1326 / 0.1040 hartree
Net charge ... +2

Each line ends with the Löwdin charge.
CARTESIAN COORDINATES (ANGSTROEM)
Bi 0.522 0.097 -0.209  1.520
C -0.912 6.551 -0.083  -0.008
C 0.430 6.443 -0.105  -0.064
C 1.038 5.216 -0.031  -0.077
C 0.327 4.029 -0.080  -0.126
C -1.053 4.116 -0.034  -0.123
C -1.694 5.345 0.000  -0.026
H -1.474 7.393 -0.103  0.088
H 1.178 7.181 -0.057  0.112
H 2.147 5.154 0.138  0.138
H 0.937 3.067 -0.116  0.042
H -1.636 3.134 -0.049  0.104
H -2.802 5.416 -0.098  0.132
S -1.780 -0.463 0.506  0.564
C -1.179 -2.147 0.477  -1.029
N 0.131 -2.304 0.216  -0.185
C 0.473 -3.655 0.046  -0.274
C 1.660 -4.352 -0.093  -0.027
C 1.803 -5.696 -0.386  0.028
C 0.629 -6.553 -0.321  -0.010
C -0.515 -5.919 -0.107  -0.067
C -0.712 -4.485 0.080  -0.398
S -2.143 -3.638 0.530  1.191
H 2.474 -3.642 0.120  0.132
H 2.762 -6.101 -0.199  0.115
H 0.680 -7.635 -0.262  0.139
H -1.291 -6.551 0.218  0.111

***

5.
Computed, not measured: a structure of composition C13H10BrNO5V at a distorted geometry, with ωB97M-V/def2-TZVPD.

Properties
E_LUMO ... -0.33617 hartree
E_tot ... -4449.8639 a.u.
Orbital gap ... 0.0834 hartree
Net charge ... +1

Each line ends with the Löwdin charge.
CARTESIAN COORDINATES (ANGSTROEM)
C -2.651 0.271 -0.531  0.016
C -1.650 0.532 0.578  -0.411
O -1.839 0.012 1.644  0.126
N -0.476 1.379 0.355  -0.049
C -0.836 2.648 -0.293  -0.040
C 0.452 0.602 -0.418  -0.172
C 0.392 0.487 -1.798  -0.017
C 1.282 -0.266 -2.521  -0.095
C 2.275 -0.970 -1.851  -0.586
Br 3.449 -1.995 -2.901  0.878
C 2.360 -0.885 -0.464  -0.102
C 1.472 -0.088 0.263  0.001
C 1.640 0.008 1.756  -0.302
O 0.775 0.368 2.515  0.136
C 2.979 -0.329 2.302  0.031
C 3.829 -1.094 1.629  0.037
C 3.406 -1.645 0.316  -0.347
O 3.870 -2.691 -0.069  0.072
H -3.361 -0.416 -0.085  0.028
H -3.209 1.160 -0.823  0.094
H -2.230 -0.194 -1.420  0.090
H -1.533 2.540 -1.128  0.074
H -1.364 3.245 0.453  0.102
H 0.039 3.218 -0.588  0.107
H -0.377 1.015 -2.348  0.119
H 1.223 -0.365 -3.594  0.107
H 3.271 0.042 3.275  0.127
H 4.804 -1.362 2.008  0.129
O -6.009 -0.326 0.603  -0.257
V -5.677 -1.808 1.196  1.345
O -6.306 -3.092 1.941  -0.242

***

6.
Computed, not measured: the molecule C13H10ClP at a distorted geometry, with ωB97M-V/def2-TZVPD.

Properties
E_LUMO ... 0.00082 hartree
E_tot ... -1302.8121 a.u.
Orbital gap ... 0.2814 hartree
SMILES ... ClC=[PH]1c2ccccc2-c2ccccc21

Each line ends with the Löwdin charge.
CARTESIAN COORDINATES (ANGSTROEM)
Cl 3.731 2.217 0.128  0.446
C 2.441 1.691 -0.892  -0.868
P 1.805 0.167 -0.572  0.902
C 0.244 0.182 -1.466  -0.291
C 0.018 0.655 -2.728  -0.021
C -1.412 0.726 -3.187  -0.063
C -2.396 0.367 -2.356  -0.114
C -2.166 -0.205 -1.056  -0.008
C -0.859 -0.094 -0.596  -0.152
C -0.440 -0.555 0.809  -0.130
C -1.232 -0.895 1.949  -0.015
C -0.613 -1.099 3.154  -0.098
C 0.767 -1.037 3.298  -0.089
C 1.517 -0.816 2.153  -0.094
C 0.949 -0.420 0.954  -0.278
H 1.680 2.359 -0.587  -0.025
H 2.753 -0.802 -0.639  0.032
H 0.855 0.861 -3.328  0.086
H -1.498 1.177 -4.185  0.105
H -3.460 0.466 -2.688  0.119
H -3.154 -0.306 -0.578  0.118
H -2.241 -1.055 1.854  0.079
H -1.084 -1.269 4.123  0.109
H 1.147 -1.392 4.299  0.125
H 2.648 -0.923 2.136  0.125